# C33H69N3O11

A 11-piece molecular cluster, C33H69N3O11 overall at a distorted geometry (ωB97M-V/def2-TZVPD, the OMol25 dataset).

Geometry (Å):
C 4.05399 4.25622 -2.52054
C 3.15169 4.87087 -3.58305
O 3.39346 5.96669 -4.11481
N 2.11338 4.07321 -4.00649
C 1.15852 4.55569 -4.95347
H 4.92740 4.94110 -2.33735
H 4.39826 3.36753 -3.01417
H 3.46512 4.03033 -1.65782
H 1.93516 3.22164 -3.54497
H 0.66280 5.39568 -4.46618
H 0.37917 3.78785 -5.19741
H 1.64169 5.02902 -5.84604
C 7.06602 -1.37290 1.77067
C 6.45289 -2.21068 0.71176
O 5.23611 -2.22511 0.60056
N 7.24019 -2.96668 -0.11591
C 6.69937 -3.84322 -1.10652
H 6.64508 -1.63986 2.73322
H 6.85073 -0.34201 1.58660
H 8.16089 -1.61201 1.91763
H 8.25297 -3.00106 0.04122
H 6.34666 -4.75604 -0.60083
H 7.44169 -4.10705 -1.85506
H 5.78841 -3.42053 -1.59374
C 2.47044 3.21704 4.20450
C 1.45620 2.58425 3.20672
O 1.87681 2.04117 2.13857
N 0.12362 2.61799 3.47370
C -0.50197 2.76141 4.78889
H 3.47103 2.90736 4.12872
H 2.03210 3.15025 5.20738
H 2.35710 4.25836 4.01456
H -0.46515 2.10198 2.81170
H -0.30244 3.74486 5.20934
H -0.08730 1.96419 5.53332
H -1.60319 2.56954 4.78160
C -2.28223 3.31470 -0.64401
C -2.47700 4.59326 -1.39668
O -3.26641 5.38326 -0.95286
C -1.60395 4.74101 -2.62558
H -3.28442 2.97085 -0.40355
H -1.70324 3.37644 0.27886
H -1.77372 2.54900 -1.23355
H -1.79530 5.72997 -3.01948
H -1.77204 3.86597 -3.24804
H -0.47170 4.64197 -2.35201
C -4.06406 -0.08522 2.13945
C -3.06039 -0.04207 3.23183
O -2.31203 0.93613 3.32396
C -2.95593 -1.15505 4.12335
H -3.47623 -0.40194 1.28702
H -4.51791 0.89303 2.00351
H -4.86688 -0.77878 2.31791
H -2.20452 -0.95564 4.84318
H -2.68113 -2.12338 3.63102
H -3.89368 -1.30545 4.54931
C -8.07112 -2.07533 -2.43308
C -6.60914 -1.58921 -2.60418
O -6.26034 -1.19545 -3.70111
C -5.72858 -1.42034 -1.36320
H -8.10414 -2.92049 -3.13815
H -8.71906 -1.25441 -2.77085
H -8.29693 -2.27485 -1.36781
H -4.62825 -1.55432 -1.52486
H -6.11383 -1.96572 -0.50460
H -5.89264 -0.37061 -1.05001
C 1.85767 -3.00563 0.19473
C 1.84771 -4.51619 0.17000
O 0.96256 -5.13573 -0.38419
C 3.05577 -5.17333 0.80727
H 1.06261 -2.65287 0.86829
H 1.62546 -2.56430 -0.76440
H 2.81176 -2.72480 0.62211
H 3.77151 -5.14778 -0.01573
H 2.81228 -6.18481 1.01633
H 3.52410 -4.52836 1.65023
C -3.27151 -4.67126 1.08927
C -2.50156 -3.38651 0.76415
O -1.75961 -2.90971 1.56430
C -2.66191 -2.64331 -0.52913
H -2.98246 -5.46424 0.43141
H -4.28805 -4.43410 0.84707
H -3.17486 -4.84062 2.16739
H -2.86670 -1.56910 -0.28026
H -3.41057 -3.00006 -1.16259
H -1.68336 -2.60427 -1.04388
C 3.07139 -0.82859 3.81552
C 1.71381 -0.38297 4.36069
O 1.61692 0.31422 5.30943
C 0.45562 -0.89106 3.67640
H 3.36212 -0.13196 2.97787
H 2.91484 -1.72916 3.32948
H 3.73806 -0.87135 4.65051
H -0.39515 -0.55503 4.28080
H 0.39518 -1.98505 3.70750
H 0.35501 -0.60156 2.64161
C -4.22687 0.99913 -4.26398
C -3.08663 0.16853 -3.69252
O -2.90360 0.01858 -2.52156
C -2.19358 -0.49706 -4.81216
H -4.86598 1.31744 -3.47562
H -4.82093 0.39935 -4.87021
H -3.84704 1.80515 -4.93960
H -2.62977 -0.35908 -5.76732
H -2.03738 -1.48609 -4.47192
H -1.21181 0.00662 -4.83766
C 0.57456 0.37661 -0.33622
C 1.68406 1.10674 -1.10696
O 1.46847 1.85569 -2.03265
C 3.15417 0.75640 -0.76916
H 0.98241 0.11989 0.61894
H 0.11788 -0.46328 -0.96068
H -0.18416 1.15721 -0.17712
H 3.65728 1.53669 -0.15222
H 3.72320 0.76147 -1.68470
H 3.28493 -0.20493 -0.25101

## Properties
Structure (SMILES)   CNC(C)=O.CNC(C)=O.CNC(C)=O.CC(C)=O.CC(C)=O.CC(C)=O.CC(C)=O.CC(C)=O.CC(C)=O.CC(C)=O.CC(C)=O
HOMO energy   -8.90 eV
Spin multiplicity   1
Orbital gap   9.23 eV
E_LUMO   0.0119 Ha